# 1
This record from OMol25 describes a 5-piece molecular cluster, C28H66BrS overall. The level of theory is wB97M-V/def2-TZVPD.

The geometry in XYZ format:
```
96
Properties=species:S:1:pos:R:3:forces:R:3
Br -1.273693 -2.356381 1.853510 -0.067 0.081 0.043
S -0.269081 -2.500771 -2.543535 0.161 0.119 0.005
C -2.529108 -1.250854 -5.333742 0.046 -0.054 0.041
C -0.381868 -2.962105 0.246867 0.236 0.025 -0.197
C 5.426489 -2.162145 -1.900985 0.003 -0.001 -0.021
C 0.343817 1.715383 5.040767 0.007 -0.020 -0.012
C -2.567770 0.218760 -4.934845 -0.020 -0.021 0.021
C -4.879004 0.064648 -2.852222 -0.032 -0.018 -0.029
C -2.904236 4.334042 -1.411853 0.035 -0.026 -0.016
C -2.252113 4.345656 -0.034868 0.009 0.002 0.016
C 0.199373 3.923478 6.358491 -0.013 -0.001 0.002
C 4.070447 -2.751983 -1.511611 -0.079 -0.012 -0.021
C 1.128763 -2.887297 0.388995 0.049 -0.089 -0.072
C -0.872346 -2.071507 -0.883508 -0.097 0.091 0.051
C 3.615457 -3.936163 -2.364915 0.019 0.024 -0.015
C -1.127107 2.041547 -0.278679 -0.001 -0.015 -0.031
C 6.581488 -3.162863 -1.868760 -0.003 -0.005 -0.008
C -1.822313 1.387708 2.089241 -0.125 -0.004 0.008
C -2.141881 1.314317 0.602387 0.033 -0.002 0.041
C 0.191272 2.710552 8.606002 -0.007 0.000 0.001
C 1.393687 2.205623 4.049489 -0.005 0.001 -0.006
C -0.545327 2.831374 5.586987 -0.001 0.015 -0.008
C -0.961596 3.530321 0.036275 0.013 -0.001 0.006
C 6.816934 -3.779769 -0.494820 -0.002 0.004 0.005
C 3.419192 -3.592184 -3.836980 -0.017 -0.015 0.015
C 1.022847 3.419930 7.543386 0.009 -0.004 -0.005
C -0.280232 -4.294426 -2.649183 -0.201 -0.075 -0.041
C -5.195819 1.544756 -2.674302 -0.017 -0.019 0.010
C -3.423921 -0.280594 -2.542858 0.014 0.027 0.006
C -2.398756 0.430111 -3.429152 0.039 -0.050 -0.039
H 3.051665 -4.447173 -4.405993 -0.001 -0.001 0.003
H -0.523132 3.641113 1.031571 0.001 -0.004 0.003
H 3.312996 -1.957235 -1.580092 0.035 0.038 0.014
H -4.617093 2.170341 -3.356184 -0.011 -0.010 -0.002
H 5.960941 -4.368424 -0.158314 0.002 -0.005 -0.004
H -1.315255 2.391214 6.225988 0.003 0.006 0.006
H -3.296712 -1.368229 -2.629972 -0.033 -0.005 -0.060
H 1.594174 -3.506434 -0.383233 0.080 0.037 0.098
H -2.519039 0.777401 2.666530 0.024 -0.014 0.015
H -3.794524 4.962777 -1.436030 0.001 0.000 0.003
H -0.232357 3.953182 -0.661479 -0.011 0.010 -0.004
H -5.121597 -0.243965 -3.872983 0.002 0.002 0.001
H -6.249950 1.744342 -2.864970 -0.001 -0.005 0.006
H 7.001720 -3.005693 0.253146 -0.007 -0.004 0.001
H 5.649598 -1.337820 -1.217723 0.004 -0.006 -0.003
H -0.715311 -3.988432 0.095516 0.000 0.043 0.102
H -1.244383 -4.618629 -2.256659 0.028 -0.035 -0.081
H -2.553037 -1.392965 -6.413587 -0.013 0.071 -0.004
H 1.494222 -1.864406 0.264921 -0.084 -0.010 0.099
H -0.292443 0.971129 4.553622 -0.001 -0.007 0.016
H 0.805871 2.412551 9.455885 0.002 0.010 -0.002
H 0.854017 4.473391 5.676867 -0.003 -0.004 -0.006
H 7.487475 -2.648646 -2.195834 0.001 -0.006 0.010
H -1.957351 -2.037492 -1.001383 0.076 -0.063 0.097
H -0.218122 -4.531149 -3.710244 0.034 -0.055 0.069
H -0.600183 3.363815 8.980184 -0.003 -0.006 -0.004
H -3.147920 1.704857 0.423880 0.005 0.035 -0.030
H -2.964815 3.980608 0.710505 0.004 -0.002 0.009
H -0.283112 1.808960 8.214211 0.005 -0.001 -0.001
H -1.906597 2.407985 2.465810 0.062 0.003 0.003
H 4.327479 -4.758556 -2.270251 0.000 0.005 -0.008
H 2.674968 -4.325802 -1.955193 0.029 -0.054 0.002
H -0.512551 -1.045215 -0.753763 -0.139 0.003 0.001
H -1.405970 1.914982 -1.330744 0.036 0.032 0.089
H -1.078917 3.299066 4.752222 0.002 -0.007 -0.001
H -1.608264 -1.712386 -4.963529 -0.027 -0.038 -0.080
H -2.025029 5.375130 0.250493 -0.003 0.001 -0.004
H 2.095944 2.898441 4.514823 -0.001 -0.003 0.004
H 1.048622 -2.303920 -2.348663 0.098 -0.050 0.020
H 5.362533 -1.717276 -2.897498 -0.007 -0.001 0.002
H 0.537361 -4.742181 -2.092931 -0.023 0.046 0.020
H 6.410211 -3.955862 -2.602845 0.004 0.008 -0.012
H 1.473657 -3.249130 1.355419 -0.088 -0.070 -0.036
H 4.092835 -3.056467 -0.461610 0.001 0.012 -0.004
H -3.214180 -0.028313 -1.496557 -0.057 0.001 -0.095
H -2.213935 4.704052 -2.173704 0.004 0.003 -0.001
H -3.373339 -1.800263 -4.912743 0.003 -0.021 -0.013
H -3.503406 0.665084 -5.279791 -0.006 0.021 0.053
H 2.705573 -2.768823 -3.962596 0.025 0.023 -0.029
H 7.680707 -4.443974 -0.504852 0.002 0.010 -0.005
H 1.976472 1.376478 3.643205 -0.008 -0.005 -0.001
H -4.974478 1.872012 -1.655357 -0.015 -0.018 -0.017
H -1.394517 0.085671 -3.141597 0.010 0.085 -0.026
H 0.835932 1.192495 5.865439 -0.001 0.012 0.011
H -3.209511 3.326917 -1.701829 0.015 0.025 0.003
H -0.534018 4.650580 6.720542 0.006 -0.001 0.004
H 1.536375 4.272155 7.994937 -0.005 -0.005 0.008
H -5.524610 -0.527413 -2.199189 -0.004 0.013 0.004
H -2.408502 1.500655 -3.217425 -0.029 0.016 0.008
H -0.146791 1.561175 -0.157164 0.002 -0.013 -0.006
H 1.812268 2.749800 7.190032 0.006 0.006 -0.006
H -2.181185 0.262960 0.300313 -0.003 -0.018 0.060
H 4.351740 -3.271312 -4.300264 -0.010 0.004 0.000
H 0.923453 2.728660 3.211766 0.004 0.007 0.005
H -0.810674 1.031773 2.296196 0.009 0.025 -0.017
H -1.769594 0.762673 -5.444827 -0.014 -0.018 -0.036
```
Forces are in eV/Å.

Summary:
Multiplicity ... 1
Orbital gap ... 9.3873 eV
Maximum force ... 0.31 eV Å⁻¹
Charge ... +1
DFT total energy ... -110978.535 eV

Löwdin atomic charge list, values in e, 4 entries: atom 1 (Br): 0.814, atom 2 (S): 1.112, atom 3 (C): -0.108, atom 4 (C): -0.799

# 2
This record from OMol25 describes C28H67CdN3O16 as an isolated structure in a non-equilibrium geometry. The level of theory is wB97M-V/def2-TZVPD.

The geometry in XYZ format:
```
115
Properties=species:S:1:pos:R:3:forces:R:3
Cd -3.015115 -0.771925 3.969107 0.022 -0.052 -0.007
O 0.447875 8.611965 1.310717 -0.206 1.316 1.967
O -3.709135 -6.951205 4.507517 0.248 -0.787 -0.554
O -11.221455 4.278745 -0.579453 4.626 0.027 -0.424
O -9.240445 6.018765 0.836497 -0.159 -4.813 -2.008
O -7.687685 1.415095 -1.760843 -1.677 2.600 1.689
O 4.850535 1.203195 5.321137 -0.099 0.173 0.135
O -3.943455 -3.648415 -2.826513 0.025 0.427 -1.009
O -7.678685 -6.096825 -7.016743 0.963 1.376 0.056
O -6.391725 2.208335 0.522697 -2.781 1.972 -0.560
O -2.278605 -6.511005 -5.368653 0.664 1.734 1.976
O 8.815255 0.703085 0.532207 0.005 -0.003 0.553
O -0.303345 2.232005 4.352927 -0.237 -0.123 0.004
O 8.770485 3.866895 3.290697 -0.202 -0.722 0.347
O -0.104945 -3.764085 1.292707 2.078 -0.307 -0.984
O -0.971235 -3.381535 7.869417 1.823 -0.626 0.864
O 0.153405 5.718115 -2.842773 -1.116 -0.694 1.535
N 9.799435 3.465075 0.664007 -0.248 -0.166 -1.024
N -5.050485 -7.232625 -5.674483 0.870 -0.350 0.230
N 0.889885 5.751455 0.447797 -1.213 -1.910 -0.367
C 9.720305 4.826005 1.145507 -0.461 -0.498 1.566
C -0.568035 7.649775 1.241457 -0.245 -0.981 -0.948
C 8.511325 -0.620905 0.165277 0.606 -0.107 -1.042
C -7.337235 -6.212295 -5.614803 -0.582 0.667 -1.409
C -7.395725 2.868265 0.163307 1.749 0.272 0.197
C 1.003625 4.684795 -0.601973 -0.953 1.252 0.204
C -7.259835 -4.775005 -7.496803 0.956 -1.043 0.393
C -0.868225 -6.294115 -5.505853 -0.124 0.288 0.244
C -8.194985 2.370445 -1.097823 0.780 -1.963 -1.318
C 8.739745 4.956915 2.409747 0.900 1.267 -1.404
C 0.181875 9.443375 2.480247 0.403 0.052 0.030
C -0.257405 6.628045 0.175107 1.460 1.199 -0.779
C 1.255495 5.189115 -2.034283 -0.388 -0.028 -1.340
C -9.908855 4.066765 -0.645713 -6.905 1.725 2.308
C 1.254505 -4.319045 8.686397 0.694 1.495 -0.869
C -6.420835 -7.373745 -5.265593 -1.278 1.148 -0.463
C -9.524555 2.977635 -1.371923 3.591 -2.232 0.101
C 1.320485 -3.843205 1.197067 -2.133 -1.769 1.424
C 9.987125 3.444285 3.934067 -0.568 1.419 0.133
C -0.894455 4.763515 -3.083513 0.639 -0.168 -0.470
C -7.823225 4.238685 0.688147 1.997 -3.667 -0.086
C -4.101565 -8.183235 -5.051833 0.269 2.302 0.844
C 1.874215 -5.362985 1.397617 -0.361 2.393 -0.605
C -9.022495 4.793835 0.351967 -1.172 5.607 0.287
C -0.142965 -3.898495 8.906377 -3.591 0.381 -1.095
C 8.638305 1.598205 -0.526293 0.112 1.320 -0.640
C 8.573175 3.018235 -0.015283 0.175 -0.404 1.071
C -2.681115 -7.804655 -5.497263 -0.712 -2.716 -2.797
H -1.185105 6.160445 -0.154763 0.203 -0.841 0.527
H -3.552495 -3.678375 -1.950233 0.540 -0.123 1.100
H -7.257765 -4.698535 -8.584113 -1.145 -0.111 0.114
H -4.196205 -7.585025 5.039147 -0.197 -0.700 0.959
H 7.735435 2.971725 0.680507 -0.365 0.515 0.225
H -1.694895 5.268245 -3.624473 0.165 0.001 0.079
H 1.570545 4.388835 -2.703903 0.787 -0.478 0.443
H 9.387155 1.589195 -1.318273 0.628 -0.703 0.114
H 8.958995 5.929425 2.850507 0.686 0.023 0.761
H -0.217755 3.054515 3.870867 -0.001 0.214 -0.166
H 1.738755 6.235265 0.703617 -0.089 0.111 -0.419
H 0.036505 4.182545 -0.625063 -0.302 0.117 0.111
H 7.692225 1.505355 -1.059593 -0.432 -0.723 0.117
H -7.722375 -3.977005 -6.915983 -0.666 0.037 -0.531
H 1.901085 -3.445995 8.597917 0.381 -0.001 0.140
H 0.944555 10.206685 2.634497 0.393 -0.384 -0.420
H -2.033145 -8.604135 -5.138033 0.581 0.365 0.663
H 10.367855 4.230225 4.586337 0.384 0.650 -0.435
H -0.560725 -6.144155 -6.540773 -0.242 -0.195 -0.215
H 1.740795 -3.187555 1.959667 0.402 0.065 0.280
H -10.190585 2.360265 -1.956433 -0.239 0.458 -0.200
H -0.256465 -7.084045 -5.070103 -0.226 -0.260 0.035
H 10.702595 5.138725 1.499667 0.203 -0.130 -0.029
H -0.009165 7.226955 -0.701123 -0.066 0.326 -0.370
H -0.367035 -3.329475 9.808657 0.463 0.215 0.463
H -6.908655 -8.211725 -5.763503 -0.095 -0.651 0.675
H -3.464055 -6.168615 5.006607 0.577 1.244 0.771
H 1.686305 -5.818425 0.425317 -0.299 -0.601 0.317
H 9.944535 2.852865 1.454097 -0.010 -0.179 -0.098
H -1.322555 4.172905 -2.273573 -0.040 0.882 0.954
H 7.717225 5.186385 2.109937 -0.294 -1.054 -0.123
H 8.548685 -1.366025 0.959957 -0.440 0.690 0.534
H -4.718625 -3.087945 -2.907653 -0.583 0.935 0.234
H 1.413545 -5.834415 2.265737 0.076 -0.139 -0.243
H 2.955565 -5.252825 1.479167 0.191 -0.329 0.337
H -4.035085 -8.002915 -3.978913 -0.704 -0.247 0.361
H 4.557505 0.303545 5.176257 -0.138 -0.242 -0.012
H 7.571215 -0.595725 -0.385783 -0.246 -0.526 0.177
H 8.305025 3.662265 -0.852793 0.210 0.192 0.041
H -8.271945 -6.335445 -5.067763 -0.172 -0.268 0.038
H -0.526415 3.916685 -3.662763 0.391 0.121 -0.814
H -0.571155 -4.884565 9.086417 -0.866 -0.641 0.602
H 9.771965 2.715745 4.715747 -0.399 -0.660 -0.801
H -6.961805 -5.235505 -5.309763 0.488 -0.059 0.339
H 10.736055 3.146705 3.200137 0.125 -0.238 0.311
H -0.716655 7.126595 2.186077 -0.161 0.236 0.329
H 0.095735 8.869875 3.403167 0.418 -0.525 -0.056
H 1.969345 6.011565 -2.080163 0.177 -0.170 0.230
H -6.591185 -7.274685 -4.193553 0.712 -1.184 0.410
H -2.641055 -7.941175 -6.577933 -0.200 -0.739 -0.614
H 1.540965 -4.934785 9.538977 0.364 -0.286 -0.434
H -4.278095 -6.735625 3.764947 -0.285 0.592 -1.028
H -4.985745 -7.579325 -6.620903 -0.344 0.744 -0.646
H 1.636705 3.840235 -0.329863 0.674 0.522 0.065
H -1.472535 8.120335 0.856037 -0.468 0.184 0.550
H -6.195335 -4.614315 -7.326103 0.399 -0.376 0.463
H 0.539205 2.123565 4.794027 0.227 -0.101 0.141
H 1.214745 -4.752145 7.686927 0.548 -0.720 0.210
H -4.145325 -4.488515 -3.244933 0.319 -1.219 -0.341
H -4.424935 -9.202505 -5.263083 0.685 -0.305 0.081
H -7.217135 4.776025 1.402517 0.244 -0.115 -0.027
H 9.291765 -0.980205 -0.505473 0.064 -0.053 -0.503
H -0.618295 -5.380175 -4.967013 -0.168 0.018 -0.015
H 5.673945 1.268245 4.837407 0.224 0.085 -0.138
H -0.743745 10.018075 2.512647 -0.473 -0.155 -1.012
H 1.821775 -3.591525 0.262477 -0.373 0.526 -0.729
H 9.496545 5.498115 0.317067 -0.447 0.076 0.161
```
Forces are in eV/Å.

Summary:
Multiplicity ... 1
Orbital gap ... 1.0859 eV
Maximum force ... 7.48 eV Å⁻¹
DFT total energy ... -71888.364 eV

Löwdin atomic charge list, values in e, 4 entries: atom 1 (Cd): 0.079, atom 2 (O): -0.163, atom 3 (O): 0.372, atom 4 (O): 0.008